ORCA calculation (ωB97M-V/def2-TZVPD) on a 2-piece molecular cluster, C3H10NO overall.

```
! RIJCOSX wB97M-V def2-TZVPD def2/J DEFGRID3
* xyz -1 1
C -2.765 -3.346 3.382
O -4.032 -2.911 3.436
H -2.350 -3.291 2.241
H -2.654 -4.291 3.861
H -1.964 -2.763 3.935
C 3.269 2.071 -1.433
N 1.770 2.310 -1.862
C 1.355 1.933 -3.323
H 3.674 3.085 -1.751
H 3.767 1.243 -2.051
H 3.315 1.735 -0.393
H 1.065 1.853 -1.140
H 2.164 2.223 -4.083
H 1.191 0.855 -3.244
H 0.500 2.521 -3.581
*
```

The total energy comes out at -250.1848 a.u. The orbital gap is 4.283 eV.

ORCA calculation (ωB97M-V/def2-TZVPD) on a 2-piece molecular cluster, C3H10NO overall.

```
! RIJCOSX wB97M-V def2-TZVPD def2/J DEFGRID3
* xyz -1 1
C -2.189 1.621 -0.157
O -1.512 0.457 -0.211
H -3.080 1.767 -0.820
H -2.559 1.816 0.892
H -1.591 2.546 -0.409
C 0.666 -1.802 0.372
C 1.725 -0.701 0.150
N 1.235 0.651 -0.185
H -0.041 -1.736 -0.466
H 0.995 -2.844 0.385
H 0.189 -1.540 1.313
H 2.158 -0.576 1.145
H 2.397 -1.076 -0.633
H 1.431 0.757 -1.184
H 0.175 0.660 -0.192
*
```

The total energy comes out at -250.2568 a.u. The orbital gap is 6.864 eV.

ORCA calculation (ωB97M-V/def2-TZVPD) on a 2-piece molecular cluster, C3H10NO overall.

```
! RIJCOSX wB97M-V def2-TZVPD def2/J DEFGRID3
* xyz 0 2
C -1.233 -1.039 1.613
O -0.708 0.467 1.386
H -0.699 -1.467 2.528
H -2.323 -0.938 1.602
H -0.915 -1.550 0.662
H -1.167 1.042 1.955
C -0.278 0.407 -1.800
C 2.033 0.441 -0.603
N 0.782 0.410 -0.698
H -0.491 1.308 -2.339
H -1.209 0.008 -1.335
H 0.038 -0.354 -2.526
H 2.688 -0.428 -0.155
H 2.800 1.229 -0.721
H 0.683 0.461 0.429
*
```

The total energy comes out at -250.0860 a.u. The orbital gap (spin up / spin down) is 6.640 / 8.359 eV. Its expectation value of S² is 0.7536.

Results for energy relative to the best compared isomer or geometry (same formula, charge and spin): 279.7 90.8 343.5 (in kJ/mol, following the order of the records).